(1)
Molecular formula: C29H30Cl2CrN3O7Se2
Method: DFT, ωB97M-V/def2-TZVPD

## Properties
LUMO level (alpha / beta) in eV: -0.16 / -2.29
Charge: 0
Orbital gap (alpha / beta) in Eh: 0.2129 / 0.1326
Relative energy (zero: lowest compared OMol25 entry of this formula, charge and spin) in kcal/mol: 4.5
2S+1: 2

Positions of all 74 atoms, in Å:
Cr: -0.14041 -0.81523 0.57264
C: 3.03053 -3.64587 0.89327
C: 1.85537 -3.07070 0.43335
N: 1.09812 -2.27191 1.17549
C: 1.50768 -2.02713 2.45383
C: 2.66318 -2.60688 3.01254
C: 3.44384 -3.42408 2.19345
C: 2.98122 -2.28926 4.37300
C: 2.21176 -1.45276 5.10607
C: 1.05369 -0.82322 4.54916
C: 0.22352 0.06739 5.23506
C: -0.85770 0.61903 4.57800
C: -1.06992 0.31642 3.23763
N: -0.29506 -0.50970 2.55616
C: 0.73832 -1.10876 3.20759
H: 3.62186 -4.26053 0.23090
H: 1.50044 -3.26115 -0.57214
H: 4.34972 -3.87692 2.57392
H: 3.86897 -2.73234 4.80610
H: 2.47164 -1.21965 6.13073
H: 0.42673 0.32022 6.26696
H: -1.52964 1.29319 5.08717
H: -1.89542 0.74951 2.68589
O: -1.98544 5.24466 -4.56213
C: -1.17593 4.09826 -4.34432
C: -2.05867 2.85013 -4.34377
C: -2.80064 2.78934 -5.70122
O: -3.75316 1.75227 -5.79590
C: -3.09462 2.91411 -3.22661
Se: -2.24351 2.64805 -1.46590
C: -1.20314 1.60344 -4.16872
Se: -0.50300 1.43608 -2.33532
H: -1.45838 6.03067 -4.40379
H: -0.65125 4.16538 -3.38471
H: -0.42424 3.99972 -5.14031
H: -2.05369 2.71804 -6.50346
H: -3.34999 3.72150 -5.82342
H: -3.30148 0.90286 -5.80435
H: -3.83034 2.12557 -3.36284
H: -3.59866 3.87935 -3.22626
H: -0.34311 1.59249 -4.84073
H: -1.77878 0.68947 -4.31665
Cl: 1.01494 3.97920 -0.29082
C: 1.21910 2.89155 1.07641
Cl: 0.32430 3.49238 2.48792
C: 0.71212 1.48605 0.73380
O: 1.52018 0.54222 0.84882
O: -0.48269 1.30383 0.37596
H: 2.27253 2.84464 1.33181
O: -2.75199 -1.87334 0.39674
N: -1.64614 -1.49097 0.43699
C: 1.49384 -6.98466 -4.12694
C: 1.05919 -5.62780 -3.64480
C: -0.21642 -5.43454 -3.12767
C: -0.64912 -4.19372 -2.67945
C: -2.04340 -4.03640 -2.14725
C: 0.23385 -3.10687 -2.73955
C: 1.52713 -3.28100 -3.24093
C: 2.51146 -2.14470 -3.36342
C: 1.91866 -4.54181 -3.68495
C: -0.22449 -1.72241 -2.32007
O: -1.12593 -1.18050 -2.95534
O: 0.43934 -1.15747 -1.35370
H: 0.63391 -7.58336 -4.42418
H: 2.01755 -7.52186 -3.33284
H: 2.17590 -6.90117 -4.97240
H: -0.90107 -6.27413 -3.07890
H: -2.55791 -4.99555 -2.11418
H: -2.61779 -3.35421 -2.77344
H: -2.02501 -3.61581 -1.14540
H: 2.21267 -1.28579 -2.76902
H: 2.58968 -1.83738 -4.40838
H: 3.50037 -2.46677 -3.03330
H: 2.92033 -4.66353 -4.08458

Population analysis type Mulliken, resulting atomic charges in e:
1 Cr 0.41
2 C -0.88
3 C -0.30
4 N 0.46
5 C 0.19
6 C 1.08
7 C -0.92
8 C -0.91
9 C -0.84
10 C 0.74
11 C -0.71
12 C -0.86
13 C -0.41
14 N 0.56
15 C 0.05
16 H 0.48
17 H 0.48
18 H 0.42
19 H 0.39
20 H 0.41
21 H 0.43
22 H 0.45
23 H 0.42
24 O -0.55
25 C -0.98
26 C 1.85
27 C -1.27
28 O -0.54
29 C -1.21
30 Se -0.03
31 C -1.36
32 Se 0.15
33 H 0.33
34 H 0.27
35 H 0.46
36 H 0.43
37 H 0.46
38 H 0.35
39 H 0.50
40 H 0.55
41 H 0.67
42 H 0.43
43 Cl -0.16
44 C -0.23
45 Cl -0.17
46 C 0.60
47 O -0.50
48 O -0.45
49 H 0.40
50 O -0.76
51 N 0.05
52 C -1.52
53 C 0.73
54 C -1.00
55 C 0.80
56 C -1.34
57 C 0.57
58 C 1.82
59 C -1.94
60 C -0.81
61 C -0.04
62 O -0.68
63 O -0.48
64 H 0.38
65 H 0.27
66 H 0.38
67 H 0.33
68 H 0.38
69 H 0.26
70 H 0.10
71 H 0.09
72 H 0.40
73 H 0.43
74 H 0.40



(2)
Molecular formula: C6H8NO5
Method: DFT, ωB97M-V/def2-TZVPD

## Properties
LUMO level in eV: 3.73
Charge: -1
Orbital gap in Eh: 0.3232
Relative energy (zero: lowest compared OMol25 entry of this formula, charge and spin) in kcal/mol: 80.9
2S+1: 1

Positions of all 20 atoms, in Å:
C: -0.51493 -0.58934 -0.24459
C: -2.96781 0.21440 0.34642
C: -1.04600 -2.01846 -0.13960
C: 1.04333 2.23841 0.50375
C: 1.41658 1.33733 -0.72425
C: 0.84638 -0.41355 -0.21604
N: 1.77609 -1.28715 0.04676
O: -2.95148 0.67536 1.45896
O: -1.30914 0.40575 -0.28489
O: -3.64870 -0.27029 -0.46759
O: 1.65998 -2.44315 0.51426
O: 2.95280 -0.90850 -0.10072
H: -2.02027 -1.89181 0.16947
H: -1.13203 -2.41810 -1.16210
H: -0.24885 -2.55849 0.32749
H: 1.47740 1.76616 1.30011
H: -0.04995 2.21724 0.52943
H: 1.39012 3.19015 0.28271
H: 0.85784 1.52220 -1.52301
H: 2.46863 1.23185 -0.61658

Population analysis type Mulliken, resulting atomic charges in e:
1 C 0.86
2 C 0.64
3 C -1.42
4 C -1.02
5 C -0.81
6 C -0.08
7 N 0.88
8 O -0.56
9 O -0.54
10 O -0.50
11 O -0.76
12 O -0.72
13 H 0.46
14 H 0.26
15 H 0.45
16 H 0.33
17 H 0.26
18 H 0.37
19 H 0.54
20 H 0.35



(3)
Molecular formula: C24H20N6RuS4
Method: DFT, ωB97M-V/def2-TZVPD

## Properties
LUMO level (alpha / beta) in eV: 2.48 / 0.57
Charge: -1
Orbital gap (alpha / beta) in Eh: 0.1999 / 0.2140
Relative energy (zero: lowest compared OMol25 entry of this formula, charge and spin) in kcal/mol: 7.3
2S+1: 6

Positions of all 55 atoms, in Å:
Ru: 0.12998 0.85790 0.91008
C: 5.07478 2.55347 -1.89654
C: 3.67774 2.42944 -2.48712
N: 2.69684 3.25967 -1.79855
C: 1.84915 2.75101 -0.83546
S: 2.42550 1.41740 0.15872
N: 0.71171 3.34223 -0.68433
N: -0.03219 2.79676 0.34024
C: -0.84981 3.57578 1.05459
C: -1.15801 4.98182 0.64373
C: -1.35836 3.01560 2.24101
C: -2.21469 3.69315 3.14518
C: -2.60485 3.08495 4.30421
C: -2.15914 1.77793 4.59705
C: -1.34334 1.15497 3.67782
N: -0.94381 1.72577 2.54314
H: 5.78366 1.94211 -2.45982
H: 5.07522 2.22058 -0.85932
H: 5.40919 3.59200 -1.92500
H: 3.35551 1.38591 -2.47002
H: 3.69363 2.74718 -3.53256
H: 2.22241 3.94094 -2.37017
H: -0.73095 5.17558 -0.33536
H: -0.73864 5.70015 1.35331
H: -2.23709 5.14482 0.60440
H: -2.54789 4.69447 2.90893
H: -3.25701 3.60554 4.99478
H: -2.45404 1.26104 5.49788
H: -0.99746 0.14053 3.84093
S: -0.27342 0.04720 -1.32908
C: -1.26649 -1.35968 -1.29877
C: -1.10121 -2.29719 -2.33563
C: -1.80284 -3.48119 -2.36403
C: -1.54399 -4.42430 -3.41599
N: -1.33529 -5.18056 -4.25661
C: -2.73438 -3.77848 -1.34389
C: -2.92148 -2.86575 -0.32779
C: -2.21966 -1.64943 -0.28307
S: -2.52021 -0.56096 1.01134
C: -3.45554 -5.01673 -1.33549
N: -4.03953 -6.00775 -1.32884
H: -0.37340 -2.09363 -3.10930
H: -3.61795 -3.08579 0.46996
S: 0.30416 -1.21414 1.93752
C: 0.76612 -2.50966 0.83650
C: 1.74525 -2.34311 -0.14314
C: 2.05715 -3.39069 -0.99359
C: 1.39646 -4.60982 -0.88837
C: 0.42515 -4.78040 0.08738
C: 0.11499 -3.73746 0.94911
H: 2.23316 -1.38198 -0.24621
H: 2.81250 -3.24994 -1.75727
H: 1.62978 -5.41648 -1.57192
H: -0.10476 -5.72154 0.17155
H: -0.65262 -3.85923 1.70386

Population analysis type Mulliken, resulting atomic charges in e:
1 Ru 0.27
2 C -1.06
3 C -0.53
4 N -0.22
5 C 0.27
6 S -0.29
7 N -1.14
8 N 1.01
9 C 0.22
10 C -1.57
11 C 0.75
12 C -0.76
13 C -0.36
14 C -0.94
15 C -0.09
16 N 0.02
17 H 0.36
18 H 0.25
19 H 0.30
20 H 0.27
21 H 0.44
22 H 0.26
23 H 0.41
24 H 0.30
25 H 0.34
26 H 0.30
27 H 0.39
28 H 0.41
29 H 0.34
30 S -0.40
31 C 0.62
32 C -1.10
33 C 0.66
34 C -0.15
35 N -0.59
36 C 0.57
37 C -0.83
38 C 0.36
39 S -0.15
40 C -0.11
41 N -0.59
42 H 0.49
43 H 0.55
44 S -0.34
45 C 0.77
46 C -0.24
47 C -0.66
48 C -0.47
49 C -0.57
50 C -0.66
51 H 0.24
52 H 0.41
53 H 0.41
54 H 0.41
55 H 0.39



(4)
Molecular formula: C4H9N2S
Method: DFT, ωB97M-V/def2-TZVPD

## Properties
LUMO level in eV: -3.62
Charge: +1
Orbital gap in Eh: 0.3284
Relative energy (zero: lowest compared OMol25 entry of this formula, charge and spin) in kcal/mol: 84.2
2S+1: 1

Positions of all 16 atoms, in Å:
C: 0.99912 1.13035 0.28137
C: 0.49990 0.69910 -1.11665
C: -0.78109 -1.22993 0.12140
C: -0.62185 -0.33152 1.50646
N: 0.24514 0.79858 1.48456
N: -0.01321 -0.71985 -1.11663
S: -1.41874 1.22680 1.70252
H: 1.93416 0.62725 0.32291
H: 0.93643 2.20200 0.38104
H: -0.33972 1.32098 -1.34137
H: 1.23332 0.79041 -1.84078
H: -0.55610 -2.22658 0.43230
H: -1.93898 -1.28537 0.02209
H: -0.41896 -1.00830 2.33849
H: -0.58821 -0.80159 -1.89362
H: 0.82880 -1.19233 -1.28408

Population analysis type Mulliken, resulting atomic charges in e:
1 C -0.52
2 C -0.73
3 C -0.69
4 C -0.11
5 N -0.17
6 N -0.03
7 S -0.08
8 H 0.35
9 H 0.34
10 H 0.40
11 H 0.45
12 H 0.41
13 H 0.30
14 H 0.38
15 H 0.31
16 H 0.38



(5)
Molecular formula: C12H10ClN3W
Method: DFT, ωB97M-V/def2-TZVPD

## Properties
LUMO level (alpha / beta) in eV: -0.90 / -1.61
Charge: 0
Orbital gap (alpha / beta) in Eh: 0.2366 / 0.2606
2S+1: 3

Positions of all 27 atoms, in Å:
C: 1.07922 -1.46596 1.04335
C: 1.16316 -1.58723 -0.38842
C: -0.16914 -1.92946 -0.85394
H: 2.08052 -1.52687 -0.97778
C: -1.02927 -2.06582 0.28677
C: -0.27257 -1.75882 1.43927
H: -0.55982 -1.93683 2.47186
H: 1.94903 -1.36835 1.68553
H: -0.41333 -2.21580 -1.87952
H: -2.09028 -2.31646 0.28529
W: 0.20729 0.44387 -0.44210
Cl: 2.08091 1.46692 0.62955
C: 0.22035 2.31016 -1.50701
C: -1.02756 1.60432 -1.73327
C: -0.71439 0.42519 -2.50340
H: -2.02674 1.98436 -1.51663
C: 0.70064 0.35552 -2.68607
C: 1.29435 1.47347 -2.03435
H: 2.35295 1.70613 -2.08393
H: 0.32076 3.33652 -1.17573
H: -1.43352 -0.20492 -2.99745
H: 1.25128 -0.40188 -3.23799
N: -0.74876 0.89294 1.33142
C: -0.87284 0.94771 2.51478
N: -1.02977 1.27203 3.71230
C: -1.11042 0.55920 4.79576
N: -1.20207 0.00007 5.82170

Population analysis type Mulliken, resulting atomic charges in e:
1 C -0.42
2 C -0.46
3 C -0.57
4 H 0.54
5 C -0.55
6 C -0.84
7 H 0.71
8 H 0.43
9 H 0.57
10 H 0.39
11 W 0.87
12 Cl -0.37
13 C -0.12
14 C -0.69
15 C -0.45
16 H 0.45
17 C -0.42
18 C -0.36
19 H 0.42
20 H 0.37
21 H 0.45
22 H 0.50
23 N -0.57
24 C 0.75
25 N -0.59
26 C 0.47
27 N -0.52



(6)
Molecular formula: C10H7ClN2O2S
Method: DFT, ωB97M-V/def2-TZVPD

## Properties
LUMO level in eV: -0.02
Charge: 0
Orbital gap in Eh: 0.3264
Relative energy (zero: lowest compared OMol25 entry of this formula, charge and spin) in kcal/mol: 10.3
2S+1: 1

Positions of all 23 atoms, in Å:
O: -1.56687 1.16489 2.61525
S: 2.96232 2.71542 3.02848
Cl: -0.15519 -4.48523 -2.67405
O: -1.36924 0.79064 -0.32927
C: -0.49649 1.37467 1.95799
C: 1.66696 2.32393 2.18241
C: -0.45022 1.40340 0.47959
C: 0.69911 1.93922 -0.03579
C: -0.37209 -2.83093 -0.54946
C: -0.85079 -1.93472 -2.78439
C: -0.75685 -1.60601 0.06179
C: -1.07485 -0.69347 -2.18146
C: -0.46067 -3.02288 -1.93810
C: -1.07467 -0.49984 -0.80153
N: 0.58126 1.75421 2.73072
N: 1.73886 2.35327 0.78327
H: 0.97559 1.85995 -1.09311
H: -0.07738 -3.64086 0.12673
H: -0.95766 -2.10328 -3.90689
H: -0.82193 -1.58375 1.12714
H: -1.26691 0.21163 -2.80770
H: 0.51893 1.71591 3.66496
H: 2.60878 2.79384 0.34340

Population analysis type Mulliken, resulting atomic charges in e:
1 O -0.66
2 S -0.42
3 Cl -0.20
4 O -0.42
5 C 0.48
6 C 0.05
7 C 0.06
8 C -0.06
9 C -0.61
10 C -0.50
11 C -0.25
12 C -0.12
13 C 0.44
14 C -0.02
15 N -0.02
16 N -0.14
17 H 0.44
18 H 0.35
19 H 0.29
20 H 0.52
21 H 0.34
22 H 0.14
23 H 0.30



Number 1: calculated total energy -8581.7491 hartree. Number 2: calculated total energy -664.2894 hartree. Number 3: calculated total energy -2942.8048 hartree. Number 4: calculated total energy -665.1582 hartree. Number 5: calculated total energy -1154.7332 hartree. Number 6: calculated total energy -1503.6139 hartree.